Here is the molecule C6H4N2O5 in a non-equilibrium geometry from the Open Molecules 2025 dataset. Energies are from ωB97M-V/def2-TZVPD.

E_HOMO ... -9.199 eV
Kohn-Sham gap ... 7.8 eV
Relative energy (zero: lowest compared OMol25 entry of this formula, charge and spin) ... 2.694 eV
Molecular weight ... 184.11 g mol⁻¹

Each line ends with the natural charge from an NBO analysis.
Atoms and positions in Å:
C -1.691 -1.323 -0.733  -0.1681
C -1.801 -0.120 -1.223  -0.3629
C 2.130 -0.325 0.392  -0.1233
C 2.547 0.888 0.909  0.2333
C -1.225 -1.423 0.676  0.7044
C -1.489 0.956 -0.318  0.8187
N 1.233 -0.008 -0.543  -0.0469
N 0.981 1.215 -0.636  0.4065
O -1.623 -2.308 1.434  -0.6132
O -2.066 1.589 0.492  -0.4406
O 1.861 1.892 0.569  -0.3174
O -0.415 -0.415 1.014  -0.7540
O -0.111 1.746 -0.902  -0.3319
H -1.918 -2.217 -1.327  0.2339
H -2.170 0.162 -2.177  0.2477
H 2.375 -1.395 0.759  0.2808
H 3.384 1.087 1.615  0.2331


Here is the ion C6H4N3O2 with charge -1 in a non-equilibrium geometry from the Open Molecules 2025 dataset. Energies are from ωB97M-V/def2-TZVPD.

E_HOMO ... -4.818 eV
Kohn-Sham gap ... 8.6 eV
Relative energy (zero: lowest compared OMol25 entry of this formula, charge and spin) ... 1.811 eV
Molecular weight ... 150.12 g mol⁻¹
Charge ... -1
SMILES ... Cn1ncc(C#N)c1C(=O)[O-]

Each line ends with the natural charge from an NBO analysis.
Atoms and positions in Å:
C -1.670 -0.586 3.670  0.2919
C -1.760 -1.207 1.191  -0.0196
C -1.385 -0.511 2.292  -0.3122
C -0.017 0.410 1.613  0.2077
C 1.121 1.330 2.373  0.7790
C 0.712 0.359 -0.672  -0.4106
N -1.930 -0.737 4.789  -0.3965
N -0.999 -0.913 0.103  -0.3996
N -0.073 0.003 0.438  -0.1770
O 0.718 2.034 3.286  -0.6840
O 2.177 1.140 1.727  -0.7558
H -2.434 -2.086 1.274  0.2096
H 0.986 -0.618 -1.065  0.2112
H 0.117 0.801 -1.363  0.1958
H 1.569 0.986 -0.343  0.2601


Here is the ion C6H4NO2 with charge -1 in a non-equilibrium geometry from the Open Molecules 2025 dataset. Energies are from ωB97M-V/def2-TZVPD.

E_HOMO (spin up / spin down) ... -0.498 / -3.904 eV
Kohn-Sham gap (spin up / spin down) ... 4.6 / 7.0 eV
Multiplicity ... 3
Molecular weight ... 122.10 g mol⁻¹
Charge ... -1
Expectation value of S² ... 2.015

Each line ends with the natural charge from an NBO analysis.
Atoms and positions in Å:
C 0.180 1.470 0.309  -0.4651
C -1.134 0.990 0.274  -0.2273
C -0.614 -1.360 -0.170  -0.6357
C 0.519 -1.577 0.422  0.4642
C 1.276 0.796 -0.200  0.4556
C -1.651 -0.228 -0.060  0.4246
N 2.296 0.535 -0.791  -0.6886
O 1.537 -2.045 0.776  -0.6366
O -2.876 -0.510 -0.307  -0.6624
H 0.412 2.247 0.933  0.2135
H -1.864 1.841 0.178  0.1851
H -0.947 -1.889 -1.020  0.1734
H 2.868 -0.271 -0.343  0.3994


Here is the molecule C6H4O from the Open Molecules 2025 dataset. Energies are from ωB97M-V/def2-TZVPD.

E_HOMO ... -10.468 eV
Kohn-Sham gap ... 9.4 eV
Relative energy (zero: lowest compared OMol25 entry of this formula, charge and spin) ... 4.392 eV
Molecular weight ... 92.10 g mol⁻¹

Each line ends with the natural charge from an NBO analysis.
Atoms and positions in Å:
C -1.741 0.159 -0.689  -0.5978
C -0.327 0.650 -0.512  -0.4761
C 0.396 1.442 -1.251  0.3045
C 0.318 0.220 0.789  0.5244
O -0.328 0.282 1.808  -0.4667
C 1.638 -0.377 0.728  -0.1424
C 2.685 -0.967 0.670  -0.0985
H -2.161 0.507 -1.631  0.2317
H -2.351 0.505 0.149  0.2473
H -1.747 -0.936 -0.667  0.2299
H 3.618 -1.486 0.608  0.2437


Here is the molecule C6H4O in a non-equilibrium geometry from the Open Molecules 2025 dataset. Energies are from ωB97M-V/def2-TZVPD.

E_HOMO ... -9.435 eV
Kohn-Sham gap ... 9.9 eV
Relative energy (zero: lowest compared OMol25 entry of this formula, charge and spin) ... 4.574 eV
Molecular weight ... 92.10 g mol⁻¹
SMILES ... C#CC(C#C)C=O

Each line ends with the natural charge from an NBO analysis.
Atoms and positions in Å:
C -2.007 -1.530 -0.533  -0.2054
C -0.168 2.372 -0.374  -0.2016
C -1.077 -1.011 0.095  -0.0135
C -0.136 1.270 0.083  -0.0243
C 1.606 -0.599 0.178  0.4770
C -0.049 -0.038 0.693  -0.3973
O 2.478 -0.544 -0.680  -0.4764
H -2.329 -1.935 -1.443  0.2398
H -0.231 3.332 -0.795  0.2372
H 1.875 -1.371 0.965  0.0919
H 0.039 0.054 1.812  0.2725


Here is the molecule C6H4O from the Open Molecules 2025 dataset. Energies are from ωB97M-V/def2-TZVPD.

E_HOMO ... -10.567 eV
Kohn-Sham gap ... 9.6 eV
Relative energy (zero: lowest compared OMol25 entry of this formula, charge and spin) ... 4.076 eV
Molecular weight ... 92.10 g mol⁻¹

Each line ends with the natural charge from an NBO analysis.
Atoms and positions in Å:
C -2.341 -0.166 -0.719  -0.6997
C -1.002 0.140 -0.225  0.1391
C 0.107 0.398 0.177  -0.1739
C 1.453 0.726 0.609  0.5168
O 1.778 1.835 0.970  -0.4794
C 2.148 -1.669 0.502  0.3414
C 2.441 -0.397 0.568  -0.6962
H -2.667 0.602 -1.427  0.2486
H -3.056 -0.191 0.109  0.2500
H -2.360 -1.136 -1.223  0.2456
H 3.499 -0.142 0.661  0.3078